(a)
{"formula": "C7H9N", "method": "the ωB97M-V functional and the def2-TZVPD basis", "homo_energy_ev": -8.75, "total_charge": 0, "symbols": ["C", "C", "C", "C", "C", "C", "C", "H", "H", "H", "H", "H", "H", "H", "H", "H", "N"], "coordinates": [[0.423, -1.181, 0.442], [1.204, -0.023, 0.192], [1.181, 0.013, -1.159], [-0.068, 0.416, -1.636], [-0.973, 0.473, -0.510], [0.081, 1.005, 0.589], [-0.844, 0.275, 1.482], [0.426, -1.587, 1.477], [0.558, -1.942, -0.087], [2.272, -0.103, 0.821], [1.969, -0.004, -1.856], [-0.372, 0.250, -2.618], [-2.028, 0.864, -0.765], [0.184, 2.070, 0.898], [-0.242, -0.416, 2.257], [-1.789, 0.661, 1.698], [-1.000, -0.807, 0.254]], "mulliken_charge": [-0.978, 0.490, -0.656, -0.753, -0.023, -0.309, -0.526, 0.304, 0.572, 0.215, 0.472, 0.444, 0.357, 0.424, 0.171, 0.387, -0.592]}

***

(b)
{"formula": "C7H9N", "method": "the ωB97M-V functional and the def2-TZVPD basis", "homo_energy_ev": -8.17, "total_charge": 0, "symbols": ["C", "C", "C", "C", "C", "C", "C", "N", "H", "H", "H", "H", "H", "H", "H", "H", "H"], "coordinates": [[-0.353, 1.954, 1.041], [0.252, 0.871, 0.533], [1.382, 0.175, 0.975], [1.443, -1.088, 0.459], [0.251, -1.337, -0.468], [-1.135, -1.156, 0.086], [-0.470, 0.019, -0.593], [-0.680, 0.406, -1.888], [0.017, 2.379, 2.009], [-1.170, 2.427, 0.576], [1.864, 0.681, 1.802], [2.242, -1.792, 0.564], [0.183, -2.093, -1.220], [-1.239, -1.151, 1.165], [-1.834, -1.756, -0.532], [-0.833, 1.445, -2.065], [0.080, 0.015, -2.445]], "mulliken_charge": [-0.995, 0.559, -0.656, -0.594, -0.557, -0.777, 0.614, -0.597, 0.223, 0.334, 0.337, 0.461, 0.510, 0.289, 0.288, 0.272, 0.286]}

***

(c)
{"formula": "C7H9N", "method": "the ωB97M-V functional and the def2-TZVPD basis", "homo_energy_ev": -7.58, "total_charge": 0, "symbols": ["C", "C", "C", "C", "C", "C", "C", "H", "H", "H", "H", "H", "H", "H", "H", "H", "N"], "coordinates": [[-1.716, -1.168, -0.115], [-1.203, 0.216, -0.204], [-1.939, 1.381, 0.021], [0.274, 0.194, -0.275], [1.197, 1.279, -0.220], [2.486, 0.626, -0.050], [2.250, -0.688, 0.031], [-1.361, -1.947, -0.913], [-1.439, -1.492, 0.962], [-2.797, -1.304, -0.092], [-1.582, 2.459, 0.068], [-2.971, 1.178, 0.291], [1.059, 2.370, -0.124], [3.515, 1.096, 0.183], [3.079, -1.363, 0.154], [0.267, -1.866, 0.521], [0.881, -0.969, -0.235]], "mulliken_charge": [-1.537, 1.138, -1.005, 0.253, -0.532, -0.278, -0.639, 0.313, 0.330, 0.409, 0.244, 0.264, 0.287, 0.285, 0.367, 0.376, -0.274]}

***

(d)
{"formula": "C7H9N", "method": "the ωB97M-V functional and the def2-TZVPD basis", "homo_energy_ev": -8.35, "total_charge": 0, "symbols": ["C", "C", "C", "C", "C", "C", "C", "H", "H", "H", "H", "H", "H", "H", "H", "H", "N"], "coordinates": [[0.105, 2.386, -0.470], [-0.182, 0.886, -0.255], [-0.486, 0.375, 0.859], [-0.767, -0.973, 1.076], [0.406, -1.634, 0.363], [0.214, -1.359, -1.026], [-0.027, -0.079, -1.421], [1.221, 2.802, 0.644], [0.738, 2.048, -1.877], [-1.272, 3.078, -0.375], [-0.724, 1.033, 1.670], [-1.573, -1.267, 0.339], [0.425, -1.961, 2.295], [1.292, -1.137, 0.607], [0.554, -2.222, -1.684], [0.358, 0.267, -2.342], [-0.284, -2.242, 1.595]], "mulliken_charge": [-0.740, 0.721, -0.603, -0.004, -0.326, -0.544, -0.610, 0.227, 0.190, 0.233, 0.425, 0.358, 0.295, 0.354, 0.316, 0.263, -0.554]}

***

Name the most stable of them. (b).

***

(a)
{"formula": "C7H9N", "method": "the ωB97M-V functional and the def2-TZVPD basis", "homo_energy_ev": -9.37, "total_charge": 0, "symbols": ["C", "C", "C", "C", "C", "C", "C", "N", "H", "H", "H", "H", "H", "H", "H", "H", "H"], "coordinates": [[1.301, 0.930, 1.945], [0.232, 0.119, 1.483], [-0.174, -0.466, 0.071], [-0.481, -1.909, 0.376], [-0.264, 0.111, -1.005], [-0.105, 1.582, -1.356], [-0.705, -0.527, -2.084], [-1.493, -0.686, -3.080], [1.667, 0.731, 2.991], [2.141, 1.555, 1.381], [-0.305, -0.202, 2.306], [-0.679, -2.322, -0.689], [0.394, -2.639, 0.577], [-1.158, -1.917, 1.061], [0.789, 1.658, -2.216], [-1.275, 2.036, -1.491], [0.114, 1.945, -0.270]], "mulliken_charge": [-0.655, -0.755, 0.828, -1.374, 0.944, -0.805, -0.212, -0.545, 0.245, 0.229, 0.322, 0.269, 0.285, 0.459, 0.289, 0.280, 0.197]}

***

(b)
{"formula": "C7H9N", "method": "the ωB97M-V functional and the def2-TZVPD basis", "homo_energy_ev": -9.10, "total_charge": 0, "symbols": ["C", "C", "C", "N", "C", "C", "H", "H", "H", "H", "H", "C", "C", "H", "H", "H", "H"], "coordinates": [[-1.612, 0.584, -0.753], [-1.024, 1.420, 0.203], [-0.411, 0.814, 1.295], [-0.516, -0.562, 1.514], [-1.142, -1.260, 0.550], [-1.857, -0.805, -0.560], [-1.693, 0.967, -1.837], [-0.812, 2.411, -0.470], [-0.192, 1.452, 2.123], [-1.217, -2.314, 0.696], [-2.751, -1.355, -1.019], [1.953, -0.971, -0.307], [2.347, 0.436, -0.165], [2.322, -1.750, 0.458], [1.371, -1.173, -1.379], [2.982, 0.960, 0.717], [2.255, 1.147, -1.067]], "mulliken_charge": [-0.005, -0.175, -0.314, -0.507, -0.120, -0.426, 0.243, 0.219, 0.391, 0.386, 0.315, -0.385, -0.491, 0.255, 0.176, 0.231, 0.209]}

***

Name the most stable of them. (b).

***

(a)
{"formula": "C7H9N", "method": "the ωB97M-V functional and the def2-TZVPD basis", "homo_energy_ev": -6.03, "total_charge": 0, "symbols": ["C", "C", "C", "N", "C", "C", "C", "C", "H", "H", "H", "H", "H", "H", "H", "H", "H"], "coordinates": [[-2.878, 0.540, -0.688], [-1.436, 0.412, -0.332], [-0.918, -0.941, -0.530], [0.505, -0.945, 0.284], [1.310, 0.040, -0.258], [-0.885, -0.102, 0.852], [2.778, -0.104, 0.067], [1.955, 1.107, 0.595], [-3.213, 1.522, -0.204], [-3.651, -0.146, -0.249], [-3.108, 0.591, -1.754], [-1.464, -1.846, -0.447], [0.898, 0.383, -1.286], [-0.855, 0.284, 1.873], [3.366, -0.158, -0.785], [2.865, -0.877, 0.965], [2.060, 1.151, 1.664]], "mulliken_charge": [-1.289, 0.646, -0.401, -0.387, 0.376, -0.330, -0.447, -0.784, 0.319, 0.317, 0.359, 0.249, 0.206, 0.468, 0.316, 0.199, 0.183]}

***

(b)
{"formula": "C7H9N", "method": "the ωB97M-V functional and the def2-TZVPD basis", "homo_energy_ev": -9.65, "total_charge": 0, "symbols": ["C", "C", "C", "N", "C", "C", "H", "H", "H", "H", "H", "C", "C", "H", "H", "H", "H"], "coordinates": [[0.554, 1.287, 2.103], [-0.461, 1.976, 1.339], [-0.274, 2.199, -0.012], [0.691, 1.579, -0.714], [1.682, 0.908, -0.054], [1.598, 0.591, 1.292], [0.583, 1.171, 3.311], [-1.381, 2.418, 1.907], [-1.080, 2.792, -0.364], [2.423, 0.362, -0.723], [2.401, 0.145, 1.852], [-1.045, -4.050, -1.774], [-2.238, -3.423, -1.871], [-0.262, -3.856, -2.478], [-1.104, -4.872, -1.042], [-2.324, -2.658, -2.566], [-2.992, -3.478, -1.035]], "mulliken_charge": [-0.166, -0.187, -0.056, -0.533, -0.149, -0.394, 0.245, 0.236, 0.338, 0.300, 0.364, -0.458, -0.520, 0.257, 0.222, 0.287, 0.211]}

***

(c)
{"formula": "C7H9N", "method": "the ωB97M-V functional and the def2-TZVPD basis", "homo_energy_ev": -7.79, "total_charge": 0, "symbols": ["C", "C", "C", "C", "C", "C", "N", "C", "H", "H", "H", "H", "H", "H", "H", "H", "H"], "coordinates": [[-1.996, -0.120, -2.942], [-1.344, 0.078, -1.541], [-0.083, 0.381, -1.167], [0.358, 0.132, 0.129], [-0.262, 0.537, 1.318], [0.514, 0.086, 2.373], [1.651, -0.491, 1.860], [1.532, -0.494, 0.488], [-3.045, 0.054, -2.801], [-1.518, 0.513, -3.664], [-1.836, -1.151, -3.235], [-2.023, 0.021, -0.579], [0.595, 0.851, -1.930], [-1.068, 1.228, 1.470], [0.328, 0.337, 3.441], [2.343, -1.026, 2.342], [2.349, -0.994, -0.016]], "mulliken_charge": [-1.050, -0.055, -0.352, 0.667, -0.569, -0.470, -0.010, -0.839, 0.310, 0.342, 0.244, 0.198, 0.282, 0.398, 0.328, 0.207, 0.367]}

***

Name the most stable of them. (c).